# 1
A structure of composition C2HAgFO. Source: the Open Molecules 2025 dataset; level of theory: wB97M-V/def2-TZVPD.

Last column: Löwdin charge in e.
Positions of all 6 atoms, in Å:
H -0.56120 0.72857 -1.29991  0.171
O -0.74714 1.16500 0.25447  -0.212
C 0.18749 0.54312 -0.36824  -0.388
C 0.59406 -0.71525 0.10077  -0.175
F 1.01168 -1.52262 -0.92950  -0.067
Ag -0.48489 -0.19882 2.24242  0.671

Properties
- Energy: -398.66012 Ha
- Spin multiplicity: 2
- Total charge: 0
- Frontier orbital gap (spin up / spin down): 7.26 / 7.70 eV
- ΔE to the lowest compared entry with this formula, charge and spin: 15.0 kcal per mole
- <S²>: 0.76
- LUMO level (spin up / spin down): -1.269 / -1.215 eV

=====

# 2
A structure of composition C2HAgFO. Source: the Open Molecules 2025 dataset; level of theory: wB97M-V/def2-TZVPD.

Last column: Löwdin charge in e.
Positions of all 6 atoms, in Å:
H 0.65550 -2.70223 0.03783  0.212
O 1.13795 -1.74936 -0.22765  0.031
C -0.46906 -0.20334 0.63330  -0.042
C 0.21412 -1.26196 0.57988  -0.270
Ag -0.16665 1.38893 -0.66851  0.772
F -2.17700 1.24406 -0.28238  -0.704

Properties
- Energy: -398.56423 Ha
- Spin multiplicity: 2
- Total charge: 0
- Frontier orbital gap (spin up / spin down): 7.19 / 5.81 eV
- ΔE to the lowest compared entry with this formula, charge and spin: 75.1 kcal per mole
- <S²>: 0.76
- LUMO level (spin up / spin down): -1.588 / -2.827 eV

=====

# 3
A structure of composition C2HAgFO2. Source: the Open Molecules 2025 dataset; level of theory: wB97M-V/def2-TZVPD.

Last column: Löwdin charge in e.
Positions of all 7 atoms, in Å:
F -3.37618 0.06892 1.97152  -0.218
O -0.56349 -0.41503 -0.58171  -0.185
C -1.68502 -0.48861 0.01428  -0.280
C -1.80711 0.04889 1.31756  -0.310
O -0.98325 0.57808 2.02287  0.021
Ag 1.33259 0.54743 0.37355  0.842
H -2.54442 -1.06548 -0.40321  0.128

Properties
- Energy: -474.01740 Ha
- Spin multiplicity: 2
- Total charge: 0
- Frontier orbital gap (spin up / spin down): 5.17 / 8.05 eV
- ΔE to the lowest compared entry with this formula, charge and spin: 0.0 kcal per mole
- <S²>: 0.76
- LUMO level (spin up / spin down): -2.288 / -2.285 eV